# 1
52
Properties=species:S:1:pos:R:3 method="wB97M-V/def2-TZVPD" s2=6.019 homo_lumo_gap_ev="8.3 / 6.9" relative_energy_kj_mol=14.7 total_charge=+1 spin_multiplicity=5
H -2.661 -2.661 3.325
O -1.427 0.410 0.352
C 1.166 -3.233 -2.420
N -1.178 -1.244 3.370
C -0.333 -3.755 -0.601
H -0.837 -4.489 0.017
Rh -1.268 1.502 2.198
H 0.430 3.165 -0.225
H 2.520 -0.585 -0.204
S 0.590 0.753 3.394
C 3.581 2.473 0.796
C -0.732 2.805 -4.209
C -0.174 2.202 -3.089
H 4.453 2.963 1.213
H 2.096 -1.659 3.859
C 2.435 3.213 0.531
C 0.135 -0.917 3.510
H -1.221 -2.055 0.393
H -2.725 0.093 -2.301
C 0.525 -4.167 -1.614
H -2.426 2.903 -5.517
C -2.085 3.503 1.812
C 0.096 -1.477 -1.193
C 1.057 -1.935 3.741
C 3.618 1.111 0.528
C 0.952 -1.879 -2.214
H 1.366 -4.038 3.990
C -0.902 1.231 -2.411
C 1.365 1.224 -0.282
H 0.819 2.480 -2.763
H -1.073 -4.562 3.725
C 2.505 0.478 -0.009
I -3.490 2.895 3.264
H -0.176 3.564 -4.746
C 0.647 -3.248 3.817
H -1.509 4.347 2.165
As -0.237 0.363 -0.852
H 2.412 4.275 0.747
H 1.443 -1.149 -2.847
H 0.693 -5.224 -1.781
C -1.596 -2.528 3.444
C -1.997 2.434 -4.640
C -2.717 1.456 -3.961
H 4.513 0.539 0.745
C -0.706 -3.545 3.666
H 1.828 -3.561 -3.213
C -0.552 -2.402 -0.384
H -2.578 3.633 0.856
C -2.171 0.848 -2.843
O -2.091 -0.311 3.180
C 1.321 2.591 -0.013
H -3.704 1.168 -4.304



# 2
19
Properties=species:S:1:pos:R:3 method="wB97M-V/def2-TZVPD" homo_lumo_gap_ev=9.8 relative_energy_kj_mol=75.6 smiles="CNC(=O)CC(N)=O.O"
H 3.057 -0.335 -0.911
H -0.422 1.065 -2.854
O 0.133 -4.233 2.041
H -0.366 -0.412 -1.849
N 2.044 -0.222 -0.998
H 0.459 -4.352 2.962
C 1.481 0.612 -1.816
C -1.391 1.541 1.635
O 2.075 1.199 -2.698
H -0.513 -4.964 1.910
H -2.205 2.251 1.413
O -1.039 2.694 -0.955
N -0.941 0.898 0.358
C -0.673 1.510 -0.833
H -1.782 0.755 2.303
H -0.586 2.081 2.161
C -0.018 0.637 -1.917
H 1.423 -0.624 -0.292
H -0.735 -0.104 0.337



# 3
14
Properties=species:S:1:pos:R:3 method="wB97M-V/def2-TZVPD" homo_lumo_gap_ev=10.1 relative_energy_kj_mol=204.2 smiles="ClC(Cl)/C=N/N1CC1"
H -1.263 0.004 1.543
C 2.964 -0.736 -0.512
H 2.194 -1.258 -1.092
C 2.963 0.738 -0.513
N 1.131 0.001 0.977
C 0.267 0.005 0.045
H 3.919 1.311 -0.371
H 2.177 1.248 -1.125
Cl -1.973 -1.464 -0.176
N 2.519 -0.007 0.679
H 0.469 -0.010 -1.027
H 3.908 -1.292 -0.368
C -1.177 -0.001 0.447
Cl -1.972 1.463 -0.174



# 4
42
Properties=species:S:1:pos:R:3 method="wB97M-V/def2-TZVPD" homo_lumo_gap_ev=7.9 relative_energy_kj_mol=389.0 smiles="CC1(C)CN(c2cc(=O)n3ccc4ccccc4c3n2)CCO1"
C -3.626 -2.096 -3.192
N -3.137 0.345 -1.773
N 0.265 0.556 0.662
H 1.284 2.072 4.210
C 1.852 -0.842 3.754
H 2.061 0.218 -0.295
C -2.933 1.478 -0.950
H -0.193 1.072 4.075
H 2.395 -1.611 3.278
O -3.409 2.570 -1.366
C 2.478 1.677 1.217
C -4.556 -0.910 -3.297
H 0.968 -1.359 4.196
H -1.678 2.383 0.670
H -4.815 1.200 -2.946
H 3.428 1.956 0.693
H -0.943 -4.911 -3.169
C 0.651 1.521 3.546
C -4.196 0.273 -2.721
H -5.351 -0.920 -3.962
C -1.760 1.550 -0.122
H -0.424 -0.589 2.176
C -3.037 -4.372 -3.586
C 1.538 1.059 0.124
C -1.760 -4.219 -3.096
C -1.416 -3.000 -2.437
H 1.038 -1.237 1.322
C -3.951 -3.358 -3.702
O 2.646 0.859 2.434
C 1.422 0.290 2.836
H 1.236 1.828 -0.709
C -2.428 -1.929 -2.478
H 2.458 -0.391 4.538
C -0.886 0.487 -0.102
C 0.541 -0.363 1.758
H -0.504 -2.713 -1.886
C -2.172 -0.719 -1.736
H -3.415 -5.298 -3.989
H 2.074 2.654 1.501
H 0.206 2.270 2.922
N -1.118 -0.607 -0.912
H -4.981 -3.391 -4.041



# 5
70
Properties=species:S:1:pos:R:3 method="wB97M-V/def2-TZVPD" homo_lumo_gap_ev=6.7 total_charge=+1
H -2.575 -0.491 -1.948
N -2.785 -0.176 -0.993
H -3.920 -1.734 -0.139
C 2.852 -1.319 -2.750
C -2.897 -1.360 -0.093
H -2.365 5.570 0.234
H 0.176 2.962 0.896
H -3.273 -4.225 0.433
H -1.798 -2.266 2.680
C 0.643 -0.007 3.695
H -4.170 1.672 4.588
C 2.413 2.258 -2.504
H -3.723 2.385 -1.101
H 0.284 0.153 4.714
H 4.074 0.671 -4.185
C -1.951 4.708 0.761
H -3.634 0.384 -1.003
N -1.250 -4.731 0.886
H -0.138 -2.619 3.223
H -2.411 -0.054 4.616
H 3.341 -0.481 -5.301
C -2.674 2.399 1.610
C -1.599 0.497 2.711
C 0.971 1.975 -0.830
H -0.951 4.547 0.362
H 1.022 0.945 3.323
N -0.818 1.178 0.505
H -1.866 4.967 1.817
C -0.960 -1.902 3.284
H 0.205 -1.089 -3.403
O -0.398 -2.507 -0.071
H 3.776 -0.988 -2.274
C 2.181 -0.166 -3.509
C 3.126 0.329 -4.603
H 1.102 -1.454 -4.876
H -1.978 0.428 -0.623
C 1.867 0.953 -2.544
H 2.683 1.152 -5.167
H 2.048 3.906 -1.073
Cu 0.165 -0.628 -0.512
C -0.484 -0.530 2.801
H -0.937 -5.682 0.699
H 3.091 -2.131 -3.439
C -2.314 -4.264 -0.078
H -1.553 -4.676 1.857
H -1.295 -1.877 4.321
H -2.668 -1.040 0.923
C 0.091 2.095 0.245
C 1.859 2.898 -1.410
C -1.688 1.389 1.622
C -2.875 3.499 0.561
C -3.551 2.460 2.696
H -4.313 3.231 2.701
O -1.927 -2.565 -2.233
H -3.878 3.876 0.773
C -2.908 3.088 -0.910
H -2.383 -4.974 -0.899
H -0.462 -4.047 0.755
P -1.754 -2.632 -0.771
C -2.493 0.613 3.767
C 0.881 -0.669 -4.150
H -3.129 3.966 -1.517
H -1.964 2.678 -1.276
H 3.134 2.666 -3.192
C -3.476 1.586 3.763
N 0.996 0.792 -1.547
H 1.473 -0.714 3.731
H 0.367 0.141 -4.670
H -0.066 -0.666 1.803
H 2.191 -1.715 -1.976



# 6
71
Properties=species:S:1:pos:R:3 method="wB97M-V/def2-TZVPD" homo_lumo_gap_ev=6.2 total_charge=-1
H 8.776 -0.194 0.307
C -3.500 4.480 -0.702
H -4.893 -3.304 1.491
N -3.780 -1.549 1.846
H -6.662 3.465 -1.019
H 8.474 -1.514 1.449
H -0.167 -4.310 0.860
H -1.493 -2.572 0.589
H 7.284 -1.288 -1.364
H -3.100 5.442 -1.043
C 4.382 -1.322 -1.557
H -2.291 3.158 -1.958
H -6.707 3.542 -3.288
H -2.636 2.492 -0.356
C 6.094 0.435 0.536
H 2.524 -0.884 2.678
C -5.314 1.802 -1.132
H -5.998 4.588 -4.513
N -4.787 4.295 -1.349
H 7.078 -2.667 -0.294
H 3.523 -1.951 -1.797
N -0.136 -1.097 1.178
H -5.784 -1.087 2.202
C -6.106 4.440 -3.437
N 6.056 -1.002 0.355
H 7.063 0.958 -1.361
C 4.780 -1.548 -0.094
C 6.263 1.316 -0.710
H -6.651 5.293 -3.028
C 8.521 -1.252 0.391
H 3.985 -1.168 0.550
H 5.185 0.731 1.064
H -5.386 -1.297 0.512
H -5.572 3.372 0.324
H -4.139 5.190 -3.087
H -4.421 1.425 -0.636
H -3.581 -3.052 0.343
H 1.698 -4.580 3.271
H 1.467 -4.924 0.704
H 4.080 -0.292 -1.743
C -4.732 4.320 -2.793
C -1.336 -1.833 1.395
O -2.549 0.171 0.838
C 1.107 -3.679 3.069
H 6.911 0.670 1.227
H 4.802 -2.628 0.087
H -4.219 3.440 -3.214
H 1.015 -3.514 -0.242
C -2.427 3.408 -0.905
N 1.378 -3.135 1.762
H -6.149 1.175 -0.807
H 1.333 -2.930 3.826
C -3.871 -2.952 1.389
H -1.472 3.783 -0.533
C -2.596 -0.950 1.314
H -3.220 -3.594 1.970
H -4.946 0.199 1.378
C -5.617 3.259 -0.762
H 9.333 -1.822 -0.065
H -5.202 1.659 -2.208
C 0.876 -3.999 0.718
H -1.389 -2.354 2.358
C -5.024 -0.876 1.451
C 7.206 -1.581 -0.303
H 0.054 -3.968 3.216
B 1.044 -1.656 1.580
H 5.347 1.377 -1.295
H -3.672 4.604 0.370
H 6.521 2.333 -0.406
H 5.184 -1.580 -2.254
O 2.196 -0.795 1.786



# 7
18
Properties=species:S:1:pos:R:3 method="wB97M-V/def2-TZVPD" homo_lumo_gap_ev=8.6 relative_energy_kj_mol=266.7
H -1.651 1.984 1.454
H 0.835 0.221 -0.791
N -2.016 1.307 0.801
H -0.948 -1.290 -0.993
H 3.186 -0.346 0.584
C 2.819 -0.502 -0.444
C -1.742 -0.645 -0.628
N -0.374 -0.261 1.335
C -1.193 0.289 0.415
H -2.603 1.701 0.083
H -2.153 -0.086 -1.466
H -2.530 -1.249 -0.169
H 3.076 0.406 -1.010
H -0.074 0.354 2.081
O 1.445 -0.783 -0.493
H 3.396 -1.332 -0.871
H 0.439 -0.738 0.861
H 0.088 0.969 -0.746



# 8
79
Properties=species:S:1:pos:R:3 method="wB97M-V/def2-TZVPD" s2=1.010 homo_lumo_gap_ev="7.1 / 6.9" relative_energy_kj_mol=219.8 total_charge=+3 spin_multiplicity=2
H -1.806 -3.846 3.595
C -4.548 -0.934 -3.313
C 4.050 1.656 -1.644
Si -0.758 0.918 -3.091
H 5.959 0.314 -2.925
H 4.154 2.722 4.770
H -5.018 -1.010 -0.132
H 5.327 -1.302 -2.626
H -3.667 -0.691 0.936
C -1.412 -2.953 3.140
N -0.315 -0.694 1.984
O 0.751 6.288 5.116
C -1.455 -2.787 1.762
H -4.278 -2.321 0.747
H -6.010 -0.533 -4.828
C -0.864 -1.950 3.929
C 5.061 -0.297 -2.956
H 3.274 -2.212 -2.391
H -4.676 1.288 -5.858
H -3.708 -4.005 -1.959
H 0.661 -1.015 -3.915
C -3.293 -0.650 -2.767
C -0.337 2.579 -2.313
C 2.994 -0.346 -1.590
N -0.269 1.996 1.178
N 1.945 0.994 2.065
C -4.064 -1.398 0.213
C 2.778 1.703 -0.825
H -0.855 -2.030 5.005
H -1.665 5.463 2.271
H 0.103 -0.028 3.894
H 1.524 0.519 -4.059
C 3.047 0.421 2.533
C -1.433 2.456 0.722
H 4.022 2.356 -2.484
H 4.708 -0.336 -3.990
H -2.878 4.032 0.649
C -1.274 4.496 1.986
C 1.880 4.132 4.025
Mn 0.685 0.326 0.715
H 4.925 1.903 -1.036
C -0.325 -0.835 3.314
C -5.047 -0.265 -4.418
C 0.394 2.764 2.085
C -0.061 4.028 2.524
H -5.148 -1.717 -2.874
H 2.421 4.669 4.796
C -4.302 0.749 -5.000
H 4.747 0.487 3.837
H 0.312 2.500 -1.436
N 4.064 0.275 -2.080
C -2.525 0.361 -3.382
S -0.799 -1.222 -0.502
H 3.306 -0.548 2.118
H 0.241 0.112 -5.185
C -3.059 1.053 -4.485
C -0.901 -1.638 1.230
H -2.480 1.835 -4.955
Si -2.922 -1.750 -1.256
H 1.903 -2.037 -1.368
N 2.221 0.447 -0.824
H -2.432 -4.172 -0.792
C 3.534 2.244 4.025
H -1.920 -3.521 1.127
C 2.364 2.873 3.564
O 2.242 2.642 -0.274
N 2.646 -1.601 -1.893
H -1.976 1.804 0.044
C 0.750 4.689 3.508
C 1.606 2.202 2.583
N 0.389 6.031 4.003
C -2.749 -3.593 -1.656
O -0.215 6.741 3.243
C 3.863 1.010 3.502
C 0.547 0.045 -4.139
H -1.229 3.127 -2.011
H 0.193 3.204 -3.034
H -2.046 -3.798 -2.459
C -1.948 3.698 1.083



# 9
14
Properties=species:S:1:pos:R:3 method="wB97M-V/def2-TZVPD" homo_lumo_gap_ev=9.8 relative_energy_kj_mol=422.7
H 0.478 -2.201 0.031
H 1.290 -1.128 1.119
O 1.271 0.873 0.435
H 1.364 0.110 2.421
C 0.913 -0.128 1.386
O -1.070 0.781 0.582
H -0.102 1.796 -0.747
C -0.507 -0.384 1.162
C -0.240 -1.408 -0.075
O -0.355 -0.252 -2.449
H -0.936 -1.010 2.023
C -0.070 -0.313 -1.155
H -1.217 -1.567 -0.322
C -0.036 1.030 -0.163